# 1
20
Properties=species:S:1:pos:R:3:nbo_charge:R:1 method="wB97M-V/def2-TZVPD" total_charge=+1 total_energy_ha=-415.68566 orbital_gap_ev=10.621 de_lowest_kcal_mol=149.1 smiles=Cn1n2n1[C@H]1CC[C@@H]2[NH2+]1
C -0.60671 -1.73317 -2.11507 -0.43
N -0.25294 -1.07018 -0.86251 -0.15
N -0.19247 0.32806 -1.15540 -0.20
N -1.31603 -0.25691 -0.41811 -0.10
C -0.95947 0.43441 1.17318 0.05
C 0.29395 -0.43603 1.54216 -0.46
C 1.46348 0.30122 0.80622 -0.47
C 0.65914 1.11104 -0.24128 0.06
N -0.40429 1.70689 0.69747 -0.53
H 0.24410 -2.27303 -2.39871 0.22
H -1.41383 -2.34725 -1.81267 0.22
H -0.88484 -1.03833 -2.97128 0.23
H -1.94344 0.44022 1.79496 0.29
H -0.06835 -1.40229 1.18747 0.28
H 0.44005 -0.50088 2.64605 0.25
H 2.17552 0.99692 1.40262 0.25
H 2.22084 -0.33834 0.33942 0.28
H 1.25948 1.64962 -0.98615 0.28
H -0.88112 2.32810 0.02444 0.47
H 0.16692 2.09994 1.34716 0.44

# 2
82
Properties=species:S:1:pos:R:3:mulliken_charge:R:1 method="wB97M-V/def2-TZVPD" total_charge=-1 total_energy_ha=-2108.81800 orbital_gap_ev=7.997
O 2.97689 -0.54083 -0.26581 -0.62
C 1.76455 -0.66971 -0.47386 0.68
O 1.12207 -0.28578 -1.58925 -0.56
B -0.31691 -0.60322 -1.43301 1.50
O -0.41344 -1.41415 -0.16920 -0.62
C 0.78331 -1.60538 0.33889 0.70
O 1.18123 -2.16388 1.39083 -0.65
O -0.84808 -1.42023 -2.58685 -0.55
C -1.85295 -0.87611 -3.06734 -0.02
O -2.46099 -1.11779 -4.09270 -0.34
C -2.23851 0.44584 -2.26468 0.52
O -1.29499 0.47231 -1.32192 -0.52
O -3.05751 1.30292 -2.60350 -0.29
C -2.89490 0.69852 -6.38648 -0.27
O -3.74755 -0.37424 -6.50160 -0.56
H -2.57430 0.86456 -7.41495 0.29
H -3.47824 1.54927 -6.03431 0.11
H -2.04448 0.42947 -5.75999 0.01
H -3.64356 -0.90204 -5.70648 0.47
C -6.48705 1.35423 -4.32975 -0.37
O -7.45950 2.30886 -4.03694 -0.54
H -5.81228 1.19103 -3.48941 0.10
H -6.72803 0.43791 -4.86863 0.32
H -5.91773 1.85571 -5.11237 0.17
H -7.76310 2.55934 -4.91254 0.32
C 3.48034 -4.94498 0.14458 -0.50
O 4.09621 -4.29708 -0.97379 -0.50
H 3.14164 -4.22049 0.88519 0.17
H 2.65874 -5.61365 -0.11227 0.25
H 4.16775 -5.58938 0.69259 0.29
H 3.41769 -3.95855 -1.56252 0.29
C 0.39019 -2.69180 -5.47757 -0.17
O 1.08814 -3.90494 -5.66069 -0.55
H 0.38278 -1.91059 -6.23767 0.27
H -0.63326 -2.88293 -5.15489 0.03
H 0.67645 -2.28550 -4.50748 0.12
H 0.49099 -4.65661 -5.66284 0.31
C 1.84984 3.31897 5.28317 -1.53
C 2.32127 1.78993 5.57759 1.23
C 1.31425 0.74981 5.04086 -1.56
C 1.50412 0.24796 3.58010 -0.30
C 2.92162 -0.18436 3.34938 -1.21
C 3.93828 0.93881 3.77006 1.71
N 3.68770 1.48972 5.05588 0.49
O 4.59246 2.51404 5.31404 -0.53
C 5.26919 0.18213 3.97258 -2.11
C 4.01378 1.99519 2.68821 -1.79
C 2.36958 1.62232 7.15180 -1.90
H 1.05885 3.47110 6.01755 0.47
H 1.44081 3.35095 4.27334 0.35
H 2.70438 3.94271 5.54549 0.37
H 1.23860 -0.04720 5.78055 0.37
H 0.34428 1.24191 5.11227 0.48
H 1.40030 1.18529 3.03355 0.09
H 0.75078 -0.37170 3.09369 0.44
H 3.17924 -0.43485 2.32031 0.42
H 3.19110 -1.01967 3.99572 0.37
H 6.09983 0.86501 4.15096 0.54
H 5.40047 -0.46651 4.83867 0.43
H 5.58055 -0.45351 3.14365 0.39
H 3.13927 2.63938 2.59676 0.30
H 4.89119 2.61272 2.88032 0.40
H 4.17690 1.51601 1.72288 0.42
H 1.39317 1.82220 7.59315 0.39
H 3.12901 2.28479 7.56714 0.40
H 2.73922 0.65559 7.49370 0.46
H 5.31482 2.08407 5.77764 0.36
O -2.93077 4.08496 -2.55668 -0.61
H -3.75446 3.60416 -2.63787 0.30
H -2.28491 3.53011 -2.99399 0.30
O -3.87955 1.58495 0.29392 -0.69
H -3.85971 1.10838 -0.53598 0.25
H -4.27177 0.97044 0.91422 0.32
O -1.41455 1.95576 1.29443 -0.69
H -0.90849 1.30033 0.81429 0.32
H -2.32764 1.74079 1.10392 0.40
O -4.48244 -3.20805 -4.44581 -0.66
H -4.02082 -4.01899 -4.65915 0.29
H -3.80900 -2.63980 -4.07190 0.28
O -4.39359 -1.68830 -1.49262 -0.51
H -3.70026 -2.34815 -1.50380 0.26
H -5.06880 -2.05926 -0.92453 0.25

# 3
15
Properties=species:S:1:pos:R:3:nbo_charge:R:1 method="wB97M-V/def2-TZVPD" total_charge=+2 total_energy_ha=-358.13946 orbital_gap_ev=7.705 de_lowest_kcal_mol=44.3 smiles="CC(CC#N)=[N+]=C=[NH2+]"
C -0.29925 -0.74776 -1.84557 -0.81
C 0.28373 -0.09943 -0.75192 0.64
C 1.68780 0.29058 -0.44978 -0.61
C 2.12915 0.24312 0.93539 0.19
N 2.53101 0.32919 1.98885 -0.12
N -0.49301 0.32289 0.31830 -0.38
C -1.36463 0.18079 1.15785 0.89
N -2.16657 0.30037 2.14990 -0.69
H -1.40768 -0.96966 -1.66175 0.31
H 0.36635 -1.65606 -2.37163 0.41
H -0.40446 -0.18122 -2.79668 0.41
H 1.63529 1.40419 -0.54165 0.37
H 2.56895 -0.08050 -1.18693 0.36
H -3.14497 0.60633 1.94102 0.51
H -1.92172 0.05719 3.11460 0.52